# C43H71B3N2O24

A cluster of 8 separate species, C43H71B3N2O24 in total at a distorted geometry (ωB97M-V/def2-TZVPD, OMol25).

```
143
Properties=species:S:1:pos:R:3:forces:R:3:mulliken_charge:R:1
C 6.14303 2.33454 -0.39239 1.040 -0.346 -0.457 -0.331
C 5.63789 1.50923 0.93241 0.857 0.588 0.157 -0.582
C 4.39681 2.20356 1.75105 0.409 -1.440 0.581 -0.489
C 2.95058 2.16527 0.97810 -0.637 0.614 -0.018 0.937
C 2.87097 1.07690 -0.25756 0.493 -0.171 -0.097 -0.567
B 2.59196 3.68565 0.42148 -0.106 0.218 0.178 -0.650
O 1.23708 4.25652 0.28993 3.729 1.936 -0.196 -0.275
B 1.46684 5.71712 0.02760 -0.179 0.130 -0.788 0.385
C 0.97243 6.92470 1.06467 0.175 0.137 -0.991 -0.550
C 2.30802 7.82285 1.43283 0.890 -0.428 -0.146 0.522
N 2.61676 7.68405 2.93825 1.495 0.653 -1.382 -0.769
O 2.20177 6.11843 -1.21097 1.178 -3.589 3.201 -0.627
B 3.41211 5.22443 -1.20632 -0.763 1.216 -0.123 -0.079
C 4.28703 5.05311 -2.58783 0.115 -1.306 -0.273 -0.143
C 5.72217 5.84112 -2.61133 0.241 0.574 -1.042 -0.485
C 5.78656 7.21617 -1.72380 1.607 0.222 -0.042 -0.713
C 6.41720 6.96169 -0.19534 -0.338 0.872 -1.045 0.064
N 7.85439 6.41837 -0.27740 0.408 -1.580 1.002 0.270
C 8.13658 5.33787 0.78319 5.484 1.248 -3.861 -0.130
C 9.70618 4.94534 0.51817 -3.231 3.195 -1.888 -0.524
C 10.21341 5.89764 -0.73945 -4.030 0.478 1.096 -0.392
C 8.96090 6.82582 -1.24612 1.551 -4.463 4.544 -0.254
O 3.74009 4.55127 0.06511 -2.951 -0.349 -2.136 0.382
H 5.59222 2.01253 -1.39204 0.943 0.788 2.228 0.165
H 6.12619 3.50586 -0.27816 -0.196 -2.415 -0.130 -0.199
H 7.28757 2.05049 -0.56920 -2.425 0.608 0.349 0.346
H 5.44413 0.39808 0.61617 0.166 2.178 0.752 0.245
H 6.56612 1.48995 1.68195 -2.025 0.004 -1.536 0.400
H 4.25927 1.56668 2.75145 0.353 1.341 -2.102 0.322
H 4.74628 3.26640 2.10052 -0.856 -1.876 -0.885 0.059
H 2.12439 1.86996 1.76158 1.545 0.434 -1.501 0.028
H 1.77574 0.87573 -0.62363 2.100 0.530 0.921 -0.166
H 3.32134 0.06620 0.13411 -1.063 1.997 -0.956 0.296
H 3.48584 1.41643 -1.21133 -1.199 -0.582 2.081 -0.030
H 0.24714 7.61461 0.41658 1.322 -1.484 1.592 0.222
H 0.44146 6.50340 2.02961 1.104 1.130 -1.945 0.091
H 3.28798 7.40683 0.89292 -2.321 0.922 0.555 -0.321
H 2.21426 8.95807 1.11738 -0.051 -2.421 0.835 0.283
H 3.32385 8.45955 3.11410 -1.130 -1.302 -0.009 0.274
H 3.19972 6.80768 3.00623 -0.857 1.170 0.067 0.292
H 4.54727 3.89040 -2.66792 -0.588 2.377 0.164 0.080
H 3.60015 5.26456 -3.54125 1.615 -0.151 2.179 0.324
H 5.91875 6.15511 -3.74635 -0.416 -0.692 2.480 0.334
H 6.63442 5.14037 -2.32938 -2.038 1.441 -0.340 0.276
H 6.59547 7.91461 -2.25646 -1.820 -1.388 1.152 0.325
H 4.79571 7.84665 -1.70666 1.770 -1.494 0.125 0.276
H 5.75425 6.21022 0.40929 1.419 1.339 -1.164 -0.208
H 6.45938 7.98983 0.36156 -0.214 -1.896 -0.977 0.238
H 7.35226 4.92442 1.56030 1.739 1.220 -2.053 0.257
H 10.33733 4.14622 1.13544 -1.575 2.096 -1.663 0.270
H 11.30038 5.93219 -1.22031 -2.778 -0.166 1.244 0.284
H 8.85430 7.61328 -2.10940 0.083 -1.876 2.192 0.252
C -3.05596 -1.10593 0.63152 0.215 -0.458 -0.362 -1.523
C -1.71484 -1.64644 1.08601 -1.710 0.271 0.278 1.502
C -1.04452 -0.79128 2.11829 -0.569 0.362 0.719 -0.084
O 0.32946 -1.04775 1.89016 0.812 -0.387 -1.070 -0.309
C 0.44617 -1.40559 0.57572 1.404 -0.155 -0.973 0.419
O 1.50359 -1.50695 -0.01984 -2.072 -0.140 1.181 -0.621
O -0.78152 -1.63130 0.01785 1.664 0.154 0.129 -0.114
H -2.93997 -0.15323 0.10312 0.053 -0.050 0.244 0.251
H -3.52140 -1.79940 -0.07673 0.458 0.242 0.428 0.061
H -3.73623 -0.96375 1.47658 0.202 -0.043 -0.190 0.392
H -1.82108 -2.68168 1.43162 0.016 0.189 -0.042 -0.363
H -1.32477 -1.07457 3.13610 0.177 0.084 -0.116 0.347
H -1.22605 0.28173 1.98435 -0.102 -0.239 -0.042 0.073
C -0.36304 3.46670 5.09342 0.343 -0.364 -0.061 -1.491
C -1.43185 3.42083 4.01972 1.141 0.666 0.711 0.614
C -2.74274 4.00166 4.45610 -0.160 0.835 0.290 -0.541
O -3.67747 3.28650 3.66839 0.170 -1.092 -0.413 -0.330
C -3.09971 2.08248 3.37518 -1.201 -1.570 -0.850 0.610
O -3.68831 1.13739 2.88177 1.289 1.930 1.050 -0.503
O -1.77467 2.07910 3.71229 -1.148 -0.324 -0.404 -0.279
H -0.62808 2.82768 5.94295 -0.145 0.176 -0.123 0.387
H 0.58380 3.08283 4.69936 -0.105 0.156 0.037 0.297
H -0.20153 4.48750 5.45261 -0.059 -0.100 -0.125 0.405
H -1.06797 3.89878 3.10233 -0.107 -0.018 0.040 0.190
H -2.80888 5.07358 4.25274 -0.131 -0.200 -0.049 0.345
H -2.97054 3.82500 5.51400 0.182 -0.033 -0.074 0.301
C 1.79566 -5.74673 3.53453 0.119 -0.440 0.175 -1.482
C 0.58858 -5.74355 2.61789 1.365 0.142 0.320 0.574
C -0.12369 -4.42568 2.57210 0.387 0.774 -0.261 -0.314
O -1.45673 -4.80262 2.27786 -0.441 -0.883 0.253 -0.116
C -1.61606 -6.07464 2.75324 -2.117 -1.343 0.251 0.415
O -2.68770 -6.64486 2.85091 2.314 1.302 -0.220 -0.546
O -0.41345 -6.62025 3.10741 -1.220 0.289 -0.265 -0.362
H 1.49887 -5.60752 4.57992 -0.074 0.128 -0.215 0.369
H 2.30584 -6.71429 3.48259 -0.021 0.188 -0.055 0.371
H 2.50797 -4.96313 3.25937 -0.139 -0.087 -0.047 0.377
H 0.87453 -6.07897 1.61381 -0.092 0.104 0.038 0.274
H 0.27102 -3.76854 1.79293 -0.161 -0.134 0.088 0.063
H -0.11584 -3.88920 3.52833 0.141 -0.138 -0.024 0.244
C -6.33728 -5.23257 -2.78753 -0.427 -0.205 0.474 -1.475
C -6.20514 -3.72748 -2.66699 -0.295 -1.270 -0.760 0.468
C -4.82988 -3.22118 -2.98089 0.547 -0.278 -0.774 -0.353
O -4.74578 -2.04372 -2.19848 -0.544 0.333 1.029 -0.251
C -5.59170 -2.21875 -1.13866 -0.436 1.189 1.583 0.642
O -5.62938 -1.49506 -0.15991 -0.476 -1.519 -2.146 -0.541
O -6.38719 -3.31558 -1.32182 0.645 1.099 0.493 -0.237
H -5.72511 -5.74477 -2.03706 0.044 0.222 -0.259 0.277
H -7.37320 -5.53595 -2.60318 0.103 0.078 -0.160 0.442
H -6.04523 -5.58053 -3.78289 -0.019 0.126 0.083 0.341
H -6.96470 -3.23007 -3.28189 0.108 0.073 0.054 0.210
H -4.70671 -2.98767 -4.04157 0.021 0.137 0.200 0.337
H -4.02967 -3.90378 -2.67109 -0.217 -0.090 -0.007 0.231
C -4.27425 -10.40704 -4.96200 -0.374 -0.191 0.292 -1.454
C -4.14211 -8.90195 -4.84146 -0.258 -1.241 -0.653 0.534
C -2.76685 -8.39565 -5.15536 0.469 -0.110 -0.780 -0.513
O -2.68275 -7.21819 -4.37295 -0.543 0.234 0.919 -0.280
C -3.52867 -7.39322 -3.31313 -0.058 1.173 1.819 0.619
O -3.56635 -6.66953 -2.33438 0.165 -1.449 -2.071 -0.554
O -4.32416 -8.49005 -3.49629 0.585 1.124 0.429 -0.309
H -3.66208 -10.91924 -4.21153 0.053 0.202 -0.164 0.357
H -5.31017 -10.71042 -4.77765 0.154 0.043 -0.124 0.350
H -3.98220 -10.75500 -5.95736 -0.042 0.129 0.099 0.381
H -4.90167 -8.40454 -5.45636 0.114 0.037 0.024 0.232
H -2.64368 -8.16214 -6.21604 0.042 0.116 0.211 0.314
H -1.96664 -9.07825 -4.84556 -0.201 -0.054 -0.004 0.317
C -5.74130 -4.66406 3.46959 0.109 -0.539 0.174 -1.308
C -6.94839 -4.66088 2.55294 1.378 0.240 0.345 0.688
C -7.66066 -3.34301 2.50716 0.409 0.845 -0.342 -0.252
O -8.99369 -3.71994 2.21291 -0.517 -0.982 0.266 -0.341
C -9.15302 -4.99197 2.68830 -1.943 -1.057 0.198 0.616
O -10.22467 -5.56219 2.78597 2.207 1.183 -0.224 -0.574
O -7.95042 -5.53757 3.04246 -1.249 0.210 -0.238 -0.366
H -6.03810 -4.52484 4.51498 -0.100 0.151 -0.202 0.369
H -5.23113 -5.63161 3.41764 0.039 0.222 -0.076 0.314
H -5.02900 -3.88046 3.19442 -0.121 -0.091 -0.068 0.284
H -6.66244 -4.99630 1.54886 -0.075 0.100 0.030 0.091
H -7.26595 -2.68587 1.72798 -0.182 -0.066 0.047 0.168
H -7.65281 -2.80652 3.46339 0.118 -0.172 -0.009 0.303
C 0.15744 -0.61558 -3.29650 0.465 -0.127 0.224 -1.302
C 0.08214 0.88545 -3.49282 -0.378 -1.339 0.540 0.813
C -0.85637 1.29895 -4.58573 -0.859 -0.118 -0.035 -0.389
O -0.29444 2.51952 -5.03304 0.994 0.276 0.024 -0.341
C 1.04277 2.45815 -4.75462 1.625 1.457 -0.745 0.609
O 1.87123 3.24569 -5.17480 -1.749 -1.626 0.903 -0.581
O 1.32695 1.39379 -3.94483 0.027 1.068 -0.725 -0.353
H 0.59202 -1.10791 -4.17346 -0.177 0.197 -0.015 0.369
H 0.81165 -0.85276 -2.45097 -0.201 -0.013 -0.046 0.147
H -0.83081 -1.04280 -3.10169 0.089 0.133 0.036 0.345
H -0.16441 1.37950 -2.54542 -0.040 0.043 -0.099 0.076
H -1.87446 1.45551 -4.22004 0.153 0.125 -0.121 0.311
H -0.88436 0.59818 -5.42857 0.096 -0.062 0.175 0.302
```
Positions in Å, forces in eV/Å.

Calculated values
F_max: 0.1327 Eh/bohr
structure (SMILES): CCC[C@H](C)B1OB(CCN)OB(CCCCn2cccc2)O1.C[C@@H]1COC(=O)O1.C[C@@H]1COC(=O)O1.C[C@@H]1COC(=O)O1.C[C@@H]1COC(=O)O1.C[C@@H]1COC(=O)O1.C[C@@H]1COC(=O)O1.C[C@@H]1COC(=O)O1
E_tot: -99890.00206 eV